# 1
This record from the OMol25 dataset describes the molecule C4H5NO2. The level of theory is the ωB97M-V functional and the def2-TZVPD basis.

Bonds (Å) are listed after each position.
CARTESIAN COORDINATES (ANGSTROEM)
1 C -1.521 0.005 0.628  C2 1.532, C4 1.421, H5 1.001, H6 1.148
2 C -0.886 -0.779 -0.524  C1 1.532, C4 1.545, H7 0.993, O11 1.450
3 C 1.375 -0.703 0.111  H8 1.031, N10 1.326, O11 1.386
4 C -0.806 0.754 -0.345  C1 1.421, C2 1.545, H9 1.191, O12 1.544
5 H -2.509 0.150 0.708  C1 1.001
6 H -1.128 -0.067 1.704  C1 1.148
7 H -1.333 -1.050 -1.368  C2 0.993
8 H 2.185 -1.273 -0.176  C3 1.031
9 H -1.607 1.303 -1.035  C4 1.191
10 N 1.430 0.621 0.094  C3 1.326, O12 1.397
11 O 0.234 -1.488 0.065  C2 1.450, C3 1.386
12 O 0.443 1.604 -0.029  C4 1.544, N10 1.397

Calculated values
- highest occupied orbital energy (eV) = -9.4
- total charge = 0
- energy (Ha) = -360.44953
- structure (SMILES) = C1=NO[C@@H]2C[C@@H]2O1
- E_LUMO (eV) = 0.9
- energy relative to the best compared isomer or geometry (same formula, charge and spin) (kcal/mol) = 138.0

natural (NBO) atomic charge list, values in e, 2 entries: C -0.454; C 0.061

# 2
This record from the OMol25 dataset describes a cluster of 2 separate species, C4H5NO2 in total. The level of theory is the ωB97M-V functional and the def2-TZVPD basis.

Bonds (Å) are listed after each position.
CARTESIAN COORDINATES (ANGSTROEM)
1 C -0.996 0.128 2.350  C3 1.411, N5 1.330, H8 1.097
2 C 0.048 -1.114 -1.455  O6 1.193, O7 1.304, H9 1.145
3 C 0.093 -0.750 2.167  C1 1.411, N5 1.381
4 C 0.797 1.043 -0.865  O7 1.497, H10 1.096, H11 1.090, H12 1.071
5 N -1.224 -1.143 2.030  C1 1.330, C3 1.381
6 O 0.448 -0.954 -2.567  C2 1.193
7 O 0.145 -0.249 -0.484  C2 1.304, C4 1.497
8 H -1.541 1.063 2.532  C1 1.097
9 H -0.421 -2.018 -0.931  C2 1.145
10 H 0.354 1.745 -0.149  C4 1.096
11 H 0.437 1.284 -1.866  C4 1.090
12 H 1.860 0.966 -0.763  C4 1.071

Calculated values
- highest occupied orbital energy (eV) = -9.8
- total charge = 0
- energy (Ha) = -360.48495
- structure (SMILES) = C1=CN=1.COC=O
- E_LUMO (eV) = 0.1
- energy relative to the best compared isomer or geometry (same formula, charge and spin) (kcal/mol) = 115.8

natural (NBO) atomic charge list, values in e, 2 entries: C -0.012; C 0.654